# 1
This record from the OMol25 dataset describes a structure of composition C10H30F6N10O12SY in a non-equilibrium geometry. The level of theory is ωB97M-V/def2-TZVPD.

Structure (XYZ):
```
70
Properties=species:S:1:pos:R:3:mulliken_charge:R:1
Y 0.048 0.520 0.561 2.020
C -3.276 -2.432 2.038 0.582
F -3.827 -3.324 2.854 -0.204
F -3.186 -2.858 0.785 -0.176
F -3.978 -1.277 2.086 -0.220
S -1.531 -2.154 2.641 1.193
O -0.769 -3.391 2.388 -0.717
O -1.089 -0.960 1.866 -0.401
O -1.552 -1.992 4.100 -0.763
C -1.555 -1.395 -2.239 -0.507
O -0.363 -1.879 -2.897 -0.377
O -1.154 -0.664 -1.107 -0.306
C -2.597 -0.799 -3.223 0.703
F -3.799 -1.037 -2.697 -0.264
F -2.504 0.554 -3.362 -0.283
F -2.481 -1.211 -4.445 -0.256
C -0.384 -3.173 -3.436 -0.458
C 1.008 -3.425 -3.917 -1.315
H 1.797 -3.269 -3.181 0.185
H 1.119 -4.438 -4.303 0.391
H 1.164 -2.605 -4.619 0.346
H -1.047 -3.204 -4.301 0.357
H -0.605 -3.868 -2.626 0.476
H -1.965 -2.331 -1.860 0.290
O -0.049 2.306 -1.024 -0.334
H -0.286 3.144 -0.627 0.125
H -0.117 2.458 -1.966 0.223
O 1.551 0.015 2.338 -0.265
H 1.228 0.353 3.173 0.219
H 2.043 -0.772 2.571 0.117
C 1.784 -2.835 0.276 0.290
O 1.192 -1.744 0.420 -0.127
N 1.326 -3.806 -0.450 -0.324
N 2.825 -3.197 0.888 -0.401
H 1.885 -4.625 -0.641 0.189
H 0.489 -3.687 -1.003 0.062
H 2.843 -2.807 1.820 0.222
H 3.065 -4.175 0.813 0.199
C 2.596 0.071 -2.037 0.442
O 2.088 0.373 -0.977 -0.268
N 3.836 0.316 -2.316 -0.441
N 2.029 -0.573 -2.915 -0.040
H 4.446 0.790 -1.665 0.248
H 4.206 0.038 -3.213 0.129
H 1.030 -0.719 -2.913 -0.105
H 2.593 -1.022 -3.622 0.166
C -0.706 2.887 3.210 0.325
O -0.365 1.816 2.681 -0.265
N -1.490 3.105 4.198 -0.456
N -0.444 4.003 2.675 -0.300
H -1.741 4.035 4.503 0.148
H -1.853 2.233 4.554 0.271
H 0.062 4.021 1.801 0.129
H -0.796 4.883 3.027 0.188
C 2.758 2.929 1.278 0.506
O 1.582 2.594 1.092 -0.156
N 3.338 2.790 2.432 -0.419
N 3.555 3.384 0.356 -0.456
H 2.868 2.311 3.186 0.204
H 4.242 3.193 2.637 0.187
H 3.075 3.504 -0.525 0.248
H 4.547 3.318 0.534 0.189
C -3.115 2.280 0.446 0.538
O -2.051 1.658 0.606 -0.481
N -4.153 1.734 0.004 -0.394
N -3.376 3.419 0.976 -0.399
H -5.077 2.079 0.223 0.204
H -3.971 0.823 -0.394 0.168
H -2.691 3.849 1.582 0.229
H -4.277 3.865 0.882 0.167
```

net charge = +1
HOMO-LUMO gap = 8.163 eV
LUMO energy = -2.44 eV
calculated total energy = -78513.7238 eV

# 2
This record from the OMol25 dataset describes the ion C8H16N3O with charge +1 in a non-equilibrium geometry. The level of theory is ωB97M-V/def2-TZVPD.

Structure (XYZ):
```
28
Properties=species:S:1:pos:R:3:mulliken_charge:R:1
C 2.471 -2.038 1.369 -0.041
C 1.383 -2.204 -0.415 0.121
C 0.637 0.146 -0.522 1.117
C -0.641 -0.130 0.427 0.979
C 0.448 0.138 -2.045 -2.055
C 1.302 1.617 -0.232 -1.387
C -0.524 0.570 1.853 -1.804
C -1.855 0.483 -0.234 -1.630
N 1.903 -2.903 0.604 -0.474
N 1.672 -0.876 -0.198 0.308
N -0.613 -1.648 0.538 -0.403
O 2.354 -0.790 0.984 -0.254
H 3.029 -2.248 2.285 0.396
H 0.968 -2.677 -1.276 0.491
H 1.268 0.023 -2.596 0.585
H -0.040 1.106 -2.524 0.355
H -0.221 -0.676 -2.398 0.407
H 2.373 1.628 -0.394 0.406
H 0.969 1.764 0.875 0.312
H 0.760 2.313 -0.845 0.432
H -0.720 1.761 1.813 0.393
H 0.460 0.283 2.356 0.392
H -1.266 0.226 2.492 0.557
H -1.937 1.570 -0.165 0.346
H -2.614 -0.032 0.483 0.360
H -1.979 0.173 -1.210 0.509
H -1.325 -2.075 -0.053 0.272
H -0.897 -1.793 1.516 0.309
```

net charge = +1
SMILES = CC(C)(N)C(C)(C)[n+]1cnco1
HOMO-LUMO gap (alpha / beta) = 10.027 / 10.027 eV
LUMO energy (alpha / beta) = -4.22 / -4.22 eV
relative energy (zero: lowest compared OMol25 entry of this formula, charge and spin) = 77.18 kcal/mol
calculated total energy = -15063.2305 eV